# C3H4FO2Rh

A molecular structure, C3H4FO2Rh in a non-equilibrium geometry (wB97M-V/def2-TZVPD, the OMol25 dataset).

As for the electronic energy: -12948.6227 eV. The expectation value of S² is 8.777. The calculation puts the HOMO-LUMO gap (spin up / spin down) at 6.771 / 7.599 eV. The LUMO energy (spin up / spin down) comes out at -16.13 / -20.15 eV. The HOMO energy (spin up / spin down) comes out at -22.90 / -27.75 eV.

```
! RIJCOSX wB97M-V def2-TZVPD def2/J DEFGRID3
* xyz 3 6
O -0.85 0.83 1.66
Rh -1.23 0.61 -1.34
C -1.69 0.96 0.70
C 0.12 -0.11 1.77
H 0.02 -0.97 1.11
H 0.74 0.02 2.65
F -2.92 0.93 1.11
C 1.50 -0.53 -1.82
O 0.48 0.05 -2.20
H 1.40 -1.49 -1.29
H 2.45 -0.31 -2.34
*
```

# C3H4FO2Si

A gas-phase ion, C3H4FO2Si (charge -1) in a non-equilibrium geometry (wB97M-V/def2-TZVPD, the OMol25 dataset).

As for the electronic energy: -17865.5705 eV. The calculation puts the HOMO-LUMO gap at 8.161 eV. The LUMO energy comes out at 4.04 eV. The SMILES is O=C([O-])[Si@H]1C[C@H]1F. The HOMO energy comes out at -4.12 eV.

```
! RIJCOSX wB97M-V def2-TZVPD def2/J DEFGRID3
* xyz -1 1
O 0.93 -2.46 -1.78
C 1.08 -1.25 -1.85
O 1.56 -0.48 -2.66
Si 0.10 -0.53 -0.16
C 0.21 0.85 1.21
C -1.10 0.84 0.44
F -1.55 1.99 -0.22
H -0.44 -1.64 0.65
H 0.95 1.71 0.97
H 0.27 0.52 2.25
H -2.01 0.45 1.16
*
```

# C3H4FO3S

2 unconnected molecules or ions with the total composition C3H4FO3S in a non-equilibrium geometry (wB97M-V/def2-TZVPD, the OMol25 dataset).

As for the electronic energy: -22869.5404 eV. The calculation puts the HOMO-LUMO gap at 8.269 eV. The LUMO energy comes out at 3.22 eV. The HOMO energy comes out at -5.05 eV.

```
! RIJCOSX wB97M-V def2-TZVPD def2/J DEFGRID3
* xyz -1 1
C -1.19 1.17 -1.45
C -1.77 2.15 -1.07
C 0.31 -0.43 1.40
O 2.21 -0.50 -0.45
O 1.50 -2.71 0.43
O -0.02 -1.47 -0.91
F -2.55 3.22 -1.10
S 1.10 -1.38 0.01
H -0.39 0.44 -1.52
H 0.58 0.57 1.08
H -0.76 -0.57 1.31
H 0.98 -0.49 2.28
*
```

# C3H4FP

A single C3H4FP molecule in a non-equilibrium geometry (wB97M-V/def2-TZVPD, the OMol25 dataset).

As for the electronic energy: -15180.3186 eV. The calculation puts the HOMO-LUMO gap at 9.572 eV. The LUMO energy comes out at 0.85 eV. The SMILES is CC1=P(F)=C1. The HOMO energy comes out at -8.72 eV.

```
! RIJCOSX wB97M-V def2-TZVPD def2/J DEFGRID3
* xyz 0 1
C 1.01 0.79 -0.14
C -0.02 -0.27 -0.14
P -1.74 -0.39 -0.89
F -2.53 0.45 0.29
C -0.30 -1.43 0.35
H 0.96 1.37 -1.05
H 2.00 0.34 -0.04
H 0.84 1.46 0.71
H -0.22 -2.32 0.92
*
```

# C3H4HgO

A molecular structure, C3H4HgO in a non-equilibrium geometry (wB97M-V/def2-TZVPD, the OMol25 dataset).

As for the electronic energy: -9392.3722 eV. The expectation value of S² is 2.016. The calculation puts the HOMO-LUMO gap (spin up / spin down) at 6.564 / 7.645 eV. The LUMO energy (spin up / spin down) comes out at 0.35 / -1.70 eV. The HOMO energy (spin up / spin down) comes out at -6.22 / -9.35 eV.

```
! RIJCOSX wB97M-V def2-TZVPD def2/J DEFGRID3
* xyz 0 3
O -0.98 -1.56 -0.18
C -0.19 -0.43 -0.20
C 1.19 0.09 -0.10
Hg -1.47 1.52 -1.35
H -1.86 -1.39 0.17
H 1.71 0.52 -0.97
H 1.86 -0.43 0.60
C -0.06 0.81 0.47
H -0.19 0.88 1.56
*
```

# C3H4I2

2 unconnected molecules or ions with the total composition C3H4I2 in a non-equilibrium geometry (wB97M-V/def2-TZVPD, the OMol25 dataset).

As for the electronic energy: -19373.6867 eV. The calculation puts the HOMO-LUMO gap at 9.153 eV. The LUMO energy comes out at 0.17 eV. The SMILES is IC1=CC1.I. The HOMO energy comes out at -8.98 eV.

```
! RIJCOSX wB97M-V def2-TZVPD def2/J DEFGRID3
* xyz 0 1
I -2.89 -1.76 0.64
C -0.90 -1.41 0.09
C -0.10 -0.51 -0.44
C 0.34 -1.96 -0.58
H 0.07 0.55 -0.57
H 0.25 -2.64 -1.48
H 1.35 -2.21 -0.11
I -2.22 2.15 2.07
H -0.95 1.20 1.82
*
```

# C3H4I2O

A molecular structure, C3H4I2O in a non-equilibrium geometry (wB97M-V/def2-TZVPD, the OMol25 dataset).

As for the electronic energy: -21419.6983 eV. The calculation puts the HOMO-LUMO gap (spin up / spin down) at 7.115 / 7.113 eV. The LUMO energy (spin up / spin down) comes out at -1.93 / -1.93 eV. The HOMO energy (spin up / spin down) comes out at -9.04 / -9.04 eV.

```
! RIJCOSX wB97M-V def2-TZVPD def2/J DEFGRID3
* xyz 0 1
C 0.66 -0.21 -1.33
C 0.15 -0.87 -0.23
C -1.23 -1.02 0.14
O -0.90 0.32 2.09
I 1.69 -1.64 0.97
I -2.80 0.04 -0.76
H 1.70 -0.21 -1.47
H -0.17 0.29 -1.96
H -1.55 -1.98 0.47
H -1.51 1.11 1.92
*
```

# C3H4IN2P

A molecular structure, C3H4IN2P in a non-equilibrium geometry (wB97M-V/def2-TZVPD, the OMol25 dataset).

As for the electronic energy: -23541.5618 eV. The calculation puts the HOMO-LUMO gap (spin up / spin down) at 7.604 / 7.597 eV. The LUMO energy (spin up / spin down) comes out at -1.53 / -1.53 eV. The HOMO energy (spin up / spin down) comes out at -9.13 / -9.13 eV.

```
! RIJCOSX wB97M-V def2-TZVPD def2/J DEFGRID3
* xyz 0 1
C -0.20 -0.44 -0.05
C 1.11 1.20 1.12
C -0.53 -1.43 -1.22
N -1.20 0.11 0.56
N 1.08 -0.15 0.05
P -0.62 1.34 1.54
I 2.94 2.00 1.64
H -0.69 -0.78 -1.98
H -1.17 -2.14 -0.93
H 0.36 -2.04 -1.44
H -1.09 2.32 0.71
*
```

# C3H4INO

A molecular structure, C3H4INO in a non-equilibrium geometry (wB97M-V/def2-TZVPD, the OMol25 dataset).

As for the electronic energy: -14810.6540 eV. The calculation puts the HOMO-LUMO gap at 9.739 eV. The LUMO energy comes out at 0.08 eV. The HOMO energy comes out at -9.66 eV.

```
! RIJCOSX wB97M-V def2-TZVPD def2/J DEFGRID3
* xyz 0 1
C 0.31 0.90 0.91
C -0.64 -0.82 -0.10
C 0.32 0.01 -0.93
N 0.72 1.12 -0.33
O -0.97 0.14 0.91
I 0.84 -0.39 -2.89
H 1.02 -0.05 1.60
H -1.57 -1.22 -0.71
H -0.11 -1.77 0.29
H 0.07 2.08 1.25
*
```

# C3H4INO

A single C3H4INO molecule in a non-equilibrium geometry (wB97M-V/def2-TZVPD, the OMol25 dataset).

As for the electronic energy: -14808.9953 eV. The calculation puts the HOMO-LUMO gap at 8.269 eV. The LUMO energy comes out at 0.07 eV. The HOMO energy comes out at -8.20 eV.

```
! RIJCOSX wB97M-V def2-TZVPD def2/J DEFGRID3
* xyz 0 1
C 0.00 -1.21 0.32
C 0.86 -0.41 -0.56
C 1.34 0.69 -0.13
N -1.49 1.51 -0.18
O 1.92 1.60 0.27
I -2.11 -0.29 -0.04
H 0.06 -2.09 -0.14
H 0.19 -1.08 1.31
H 0.95 -0.83 -1.55
H -1.72 2.09 0.70
*
```

# C3H4INOS

2 unconnected molecules or ions with the total composition C3H4INOS in a non-equilibrium geometry (wB97M-V/def2-TZVPD, the OMol25 dataset).

As for the electronic energy: -25646.1898 eV. The calculation puts the HOMO-LUMO gap (spin up / spin down) at 7.569 / 7.574 eV. The LUMO energy (spin up / spin down) comes out at -0.28 / -0.25 eV. The HOMO energy (spin up / spin down) comes out at -7.85 / -7.82 eV.

```
! RIJCOSX wB97M-V def2-TZVPD def2/J DEFGRID3
* xyz 0 1
C 2.51 -2.03 -0.57
C 0.62 0.96 0.36
C -0.16 -0.12 -2.11
N 2.16 -2.94 -1.27
O 2.83 -1.45 0.36
S 1.04 0.63 -1.19
I -2.07 -0.69 -1.42
H -0.35 0.94 0.92
H 1.44 0.92 1.01
H -0.13 0.08 -3.18
H 2.26 -3.09 -2.32
*
```

# C3H4INOS

A molecular structure, C3H4INOS in a non-equilibrium geometry (wB97M-V/def2-TZVPD, the OMol25 dataset).

As for the electronic energy: -25643.4509 eV. The calculation puts the HOMO-LUMO gap (spin up / spin down) at 6.792 / 4.962 eV. The LUMO energy (spin up / spin down) comes out at -2.16 / -3.02 eV. The HOMO energy (spin up / spin down) comes out at -8.95 / -7.98 eV.

```
! RIJCOSX wB97M-V def2-TZVPD def2/J DEFGRID3
* xyz 0 1
C 0.32 -0.10 -0.17
C 1.43 0.68 0.32
C -0.01 -0.02 -1.67
N 0.10 -0.94 1.84
O -0.22 -1.03 0.56
S 1.30 0.34 1.97
I -2.17 1.64 0.81
H 0.28 -0.91 -2.18
H 0.77 0.65 -2.10
H -1.09 0.33 -1.91
H -0.72 -0.63 2.53
*
```

- The lowest electronic energy belongs to which entry?
  number 11